1.
{
  "formula": "C14H27B2FN2O12S",
  "method": "ωB97M-V with the def2-TZVPD basis set",
  "species": ["C", "C", "C", "C", "B", "N", "O", "O", "S", "O", "O", "C", "F", "C", "N", "B", "O", "O", "H", "H", "H", "H", "H", "H", "H", "H", "H", "H", "H", "H", "H", "H", "H", "C", "C", "C", "O", "C", "O", "O", "H", "H", "H", "H", "H", "H", "C", "C", "C", "O", "C", "O", "O", "H", "H", "H", "H", "H", "H"],
  "coordinates": [[0.39214, 1.34319, 1.79188], [0.73830, 1.10222, 0.25032], [0.08603, -0.21049, -0.34726], [1.09756, -0.71492, -1.49557], [2.35147, -1.55534, -0.91987], [3.72326, -1.34294, -1.39661], [2.17168, -2.59895, 0.06634], [1.51785, 0.49385, -2.23018], [0.24407, 1.04166, -3.14936], [0.60197, 2.44746, -3.52336], [0.06011, 0.15010, -4.33546], [-1.31579, 1.14825, -2.12276], [-2.42284, 1.08864, -2.95762], [-1.34616, 0.00923, -0.97924], [-1.87167, -1.22481, -1.65860], [-2.48603, 0.40512, 0.11799], [-2.83715, 1.74557, 0.43230], [-3.10591, -0.68509, 0.80054], [1.21593, 1.89502, 2.34885], [-0.49709, 2.04988, 1.79173], [0.03304, 0.41593, 2.31979], [1.86983, 1.10192, 0.19195], [0.42424, 2.04515, -0.29130], [0.11312, -1.02547, 0.43281], [0.58650, -1.36770, -2.26276], [4.36758, -1.24831, -0.60785], [3.82651, -0.48995, -1.95014], [2.04842, -2.11358, 0.89944], [-1.27471, 2.14453, -1.60482], [-2.87858, -1.10960, -1.77041], [-1.47863, -1.25864, -2.60612], [-3.19185, 1.70672, 1.33950], [-2.43239, -1.36393, 1.00071], [-4.29403, -6.73637, -1.17740], [-4.05645, -5.40893, -0.49131], [-4.13900, -4.22627, -1.41445], [-3.26274, -3.28923, -0.79156], [-2.35076, -4.00897, -0.08851], [-1.36014, -3.55313, 0.39502], [-2.71554, -5.31661, -0.00591], [-3.48820, -6.96453, -1.87822], [-4.30770, -7.54423, -0.44304], [-5.24492, -6.74092, -1.71355], [-4.73531, -5.29747, 0.36060], [-5.14973, -3.82265, -1.48272], [-3.76930, -4.43314, -2.42347], [4.78839, 6.09800, 2.14912], [3.78914, 4.96492, 2.06993], [2.70412, 5.04214, 3.10551], [2.35958, 3.66976, 3.29712], [3.47169, 2.94052, 2.98643], [3.60376, 1.78051, 3.21912], [4.40865, 3.71553, 2.37830], [5.37468, 6.03939, 3.06864], [5.49760, 6.03465, 1.32156], [4.29131, 7.06881, 2.10436], [3.37259, 4.89914, 1.05939], [1.84022, 5.60987, 2.75914], [3.04123, 5.45450, 4.06105]],
  "forces_ev_per_a": [[-0.984, 0.955, -0.525], [0.238, 0.557, 1.339], [1.362, -0.122, -0.959], [-1.007, -0.354, 0.299], [1.446, -0.839, 0.132], [-1.601, 1.224, 0.906], [0.128, 2.222, -0.849], [-2.180, 0.060, -0.702], [1.868, 2.368, -4.745], [-0.776, -3.274, 1.632], [0.001, 1.163, 3.454], [0.501, -0.030, 2.197], [1.294, -0.067, 0.746], [-1.025, 0.343, -1.323], [0.935, 0.955, 0.070], [-0.302, -0.236, 1.043], [0.549, -2.304, -0.035], [1.318, 1.923, -0.120], [-1.122, -1.175, -0.731], [0.915, -0.799, 0.267], [0.758, 0.804, -0.410], [-1.265, -0.400, -0.267], [0.372, -1.186, 0.388], [-0.631, 0.822, -0.787], [0.335, 0.363, 0.930], [0.026, -0.710, -0.417], [-0.060, -0.418, -0.075], [-0.241, -0.632, 0.021], [0.002, -0.703, -1.024], [0.348, -0.245, 0.014], [-0.228, -0.127, 0.312], [-0.202, 0.237, -0.506], [-0.503, -0.082, -0.579], [0.248, -0.325, 0.259], [-0.412, -0.825, -0.419], [-0.406, 0.304, -0.145], [-0.076, -0.705, 0.306], [0.392, 0.227, 0.098], [-0.366, -0.031, 0.132], [0.137, 0.561, -0.008], [-0.066, 0.181, -0.044], [-0.081, 0.048, -0.051], [0.023, 0.074, 0.065], [0.047, 0.109, -0.035], [0.143, 0.140, 0.063], [0.015, -0.147, 0.073], [0.409, -0.172, -0.167], [0.458, 0.883, -0.140], [-0.555, 0.291, 0.066], [0.526, -0.197, -0.070], [0.184, -0.349, 0.111], [-0.118, 0.297, -0.092], [-0.456, -0.380, 0.211], [-0.190, -0.007, 0.053], [-0.090, 0.063, 0.011], [-0.049, -0.086, -0.024], [-0.068, -0.060, 0.082], [-0.046, -0.195, 0.065], [0.129, 0.003, -0.093]],
  "mulliken_charge": [-0.695, -0.424, 0.323, -0.444, 0.376, -0.611, -0.509, -0.452, 1.217, -0.715, -0.636, -0.261, -0.344, -0.345, -0.341, 0.868, -0.619, -0.622, -0.103, 0.250, 0.260, 0.370, 0.191, 0.427, 0.261, 0.264, 0.267, 0.317, 0.510, 0.344, 0.348, 0.291, 0.310, -1.471, 0.489, -0.581, -0.109, 0.490, -0.479, -0.363, 0.362, 0.357, 0.367, 0.240, 0.331, 0.324, -1.480, 0.540, -0.492, -0.337, 0.628, -0.528, -0.346, 0.359, 0.357, 0.372, 0.256, 0.332, 0.310],
  "gap_ev": 9.9,
  "e_homo_ha": -0.352,
  "max_force_ev_per_a": 5.6,
  "smiles": "CC[C@@H]1[C@H](B(N)O)OS(=O)(=O)[C@@H](F)[C@]1(N)B(O)O.C[C@@H]1COC(=O)O1.C[C@@H]1COC(=O)O1",
  "total_energy_ev": -57414.889
}

=====

2.
{
  "formula": "C14H27Br3Ca2ClF3LiN3NaO8P",
  "method": "ωB97M-V with the def2-TZVPD basis set",
  "species": ["C", "C", "N", "C", "C", "P", "N", "C", "C", "C", "C", "N", "O", "C", "C", "C", "C", "H", "H", "H", "H", "H", "H", "H", "H", "H", "H", "H", "H", "H", "H", "H", "H", "H", "H", "H", "H", "H", "H", "H", "H", "H", "Li", "F", "Ca", "C", "O", "O", "O", "H", "O", "Cl", "O", "O", "O", "F", "C", "Br", "Br", "Br", "H", "Ca", "F", "Na"],
  "coordinates": [[3.42110, -1.18125, 2.47358], [3.37848, -1.49956, 0.99719], [4.38676, -1.47481, 0.22877], [2.26955, -1.92679, 0.19818], [1.09472, -0.89781, -0.05418], [0.24746, -1.53217, -1.59981], [0.69886, -3.03845, -1.84967], [0.08279, -1.07122, 1.10430], [-0.78426, 0.16074, 1.37039], [-1.55383, -0.14649, 2.67497], [-1.84776, 0.47109, 0.31618], [0.14000, 1.29099, 1.66668], [-0.45103, 2.26646, 2.24576], [1.00344, 1.72413, 0.54648], [2.25383, 2.36611, 1.16024], [0.37614, 2.83343, -0.31076], [1.53473, 0.57821, -0.37323], [3.64558, -0.12320, 2.59562], [4.26586, -1.74022, 2.87824], [2.53887, -1.50541, 3.02828], [5.23392, -1.16684, 0.67928], [1.87376, -2.89881, 0.50079], [2.76820, -2.08737, -0.70205], [0.69035, -0.74557, -2.69406], [-1.14115, -1.47018, -1.43457], [-0.11258, -3.64154, -1.85279], [-0.57508, -1.90275, 0.83068], [0.55243, -1.34818, 2.04511], [-2.02221, -1.12331, 2.58853], [-2.36766, 0.56374, 2.82641], [-0.84490, -0.10145, 3.49950], [-1.47383, 0.54076, -0.70334], [-2.34335, 1.42021, 0.53857], [-2.62107, -0.29169, 0.38918], [2.77301, 2.94516, 0.40788], [1.95660, 3.06042, 1.95663], [2.93810, 1.61383, 1.52573], [1.13844, 3.16299, -1.01177], [-0.46676, 2.48615, -0.90956], [0.07450, 3.69146, 0.28498], [1.21638, 0.81716, -1.39506], [2.65547, 0.67468, -0.38606], [-1.98205, 2.90439, 2.78836], [-4.07280, 2.80520, 1.60766], [3.44494, -2.20095, -2.37510], [6.40051, -3.16163, -4.28203], [7.16404, -3.42287, -5.18099], [6.91617, -2.93557, -3.04081], [5.09584, -3.07883, -4.34020], [7.85754, -3.04923, -3.24048], [-7.07035, 4.60222, 0.16081], [-7.24695, 3.22071, -0.03870], [-6.37456, 2.70024, -1.01498], [-8.61144, 2.91821, -0.38811], [-7.01683, 2.48910, 1.24134], [4.28731, 1.29396, 0.10200], [-8.84342, -0.39893, -1.51678], [-7.82765, -0.57166, 0.10653], [-7.79120, -0.85382, -3.06134], [-10.47507, -1.40842, -1.44425], [-9.11413, 0.64268, -1.61059], [3.95962, -5.13659, -4.48075], [5.95135, -2.94793, 0.13974], [-1.48385, 5.82556, 3.32588]],
  "forces_ev_per_a": [[0.239, -0.502, -0.469], [1.776, 0.522, 0.390], [-0.159, 1.477, -0.318], [-3.718, 0.103, 0.650], [-0.134, 0.275, -0.208], [0.633, -1.534, 1.078], [0.321, 0.602, -0.615], [-0.234, 0.466, -0.858], [-0.439, -1.218, 1.364], [0.244, 0.447, -0.336], [0.301, 0.638, -0.073], [-1.710, 0.336, -2.151], [0.431, 0.395, 0.843], [2.194, 0.653, -0.304], [-0.675, 0.596, 0.988], [-0.576, -0.440, -0.253], [-0.295, -0.659, 0.297], [-0.202, 0.080, 0.130], [0.043, 0.043, 0.086], [-0.064, 0.233, -0.059], [0.545, -0.092, -0.419], [-0.407, 0.050, -0.053], [-0.408, -0.407, 0.248], [-0.329, 0.461, 0.254], [-0.020, 0.572, -0.311], [0.313, -0.478, -0.236], [-0.107, -0.066, 0.310], [0.362, -0.026, -0.099], [0.115, -0.117, 0.141], [-0.041, 0.008, 0.060], [-0.186, -0.235, 0.240], [0.034, -0.071, -0.020], [-0.105, -0.018, 0.058], [0.040, -0.117, -0.159], [0.261, -0.248, -0.055], [-0.095, -0.055, 0.057], [0.217, 0.131, 0.040], [0.097, -0.001, 0.038], [-0.157, 0.075, 0.118], [-0.006, 0.004, 0.066], [-0.142, 0.124, 0.095], [0.030, 0.034, 0.316], [-1.721, -1.209, -1.040], [1.685, 0.421, 1.035], [2.495, -0.303, -0.202], [1.263, 0.391, 1.035], [-0.558, -0.373, -0.802], [-0.713, -0.064, -0.951], [-1.880, -0.875, 0.658], [0.197, 0.172, 0.702], [-0.013, 0.123, 0.398], [0.585, 0.920, -1.622], [0.225, -0.285, 0.079], [-0.022, -0.458, 0.943], [-0.526, -0.253, 0.271], [-0.027, -0.407, -0.576], [-0.037, 0.037, -0.006], [0.005, -0.087, -0.008], [0.009, -0.009, -0.003], [0.011, -0.018, -0.004], [0.019, 0.021, 0.009], [0.858, 0.770, -0.212], [0.180, -0.972, -0.428], [-0.022, 0.418, -0.146]],
  "mulliken_spin": [-0.005, -0.011, 0.005, 0.017, 0.011, 0.026, -0.046, -0.046, 0.000, 0.011, -0.042, -0.471, -0.399, 0.002, -0.037, -0.028, -0.013, 0.002, 0.000, 0.000, 0.000, 0.014, -0.013, 0.003, -0.001, 0.008, -0.001, 0.011, 0.000, -0.002, -0.001, 0.002, 0.013, -0.004, 0.000, 0.001, 0.005, 0.001, 0.003, 0.000, 0.002, -0.005, -0.011, 0.016, 0.040, 0.027, 0.013, 0.008, -0.136, -0.005, 0.027, -0.083, 0.073, 0.308, 0.657, -0.001, 0.000, 0.001, 0.000, 0.000, 0.000, 1.046, 0.006, 0.001],
  "gap_ev": [2.8, 2.4],
  "charge": 1,
  "e_homo_ha": [-0.316, -0.315],
  "max_force_ev_per_a": 3.8,
  "spin_multiplicity": 2,
  "total_energy_ev": -317372.223
}